[1]
DFT (ωB97M-V/def2-TZVPD) results for a 2-piece molecular cluster, C7H16BrOP overall.

Output
E_LUMO (alpha / beta): -0.007 / -0.006 Ha
E_HOMO (alpha / beta): -8.81 / -8.81 eV

Structure (XYZ):
```
26
Properties=species:S:1:pos:R:3:nbo_charge:R:1
C -2.20 0.54 -0.25 -0.646
C -0.94 2.69 0.32 -0.612
C 0.29 -2.22 0.53 -0.624
C 1.75 -1.83 -1.56 -0.606
C 1.90 0.56 0.90 -0.827
C -1.04 1.13 0.52 -0.421
C 0.46 -1.41 -0.75 -0.563
O 0.90 1.85 -2.19 -0.719
P 0.56 0.38 -0.38 1.333
Br 3.67 0.43 0.15 0.043
H -3.15 1.05 -0.14 0.225
H -1.98 0.77 -1.31 0.234
H -2.37 -0.56 -0.06 0.213
H -1.79 3.03 0.83 0.206
H -1.00 2.98 -0.69 0.245
H -0.01 3.12 0.63 0.216
H 1.14 -2.13 1.18 0.207
H -0.50 -1.86 1.13 0.209
H 0.05 -3.30 0.28 0.229
H 1.86 -2.85 -1.33 0.210
H 2.53 -1.23 -1.17 0.216
H 1.47 -1.53 -2.57 0.232
H 1.96 -0.22 1.69 0.253
H 1.93 1.61 1.23 0.269
H -1.04 0.89 1.56 0.213
H -0.37 -1.69 -1.59 0.263
```

=====

[2]
DFT (ωB97M-V/def2-TZVPD) results for one molecule with the formula CH8P4.

Output
E_LUMO: 0.025 Ha
SMILES: PC(P)(P)P
E_HOMO: -9.21 eV

Structure (XYZ):
```
13
Properties=species:S:1:pos:R:3:nbo_charge:R:1
P 0.91 0.21 1.74 0.337
C 0.36 -0.24 -0.03 -1.136
P -0.42 -1.87 -0.47 0.345
P -0.83 1.13 -0.54 0.359
P 1.83 0.01 -1.35 0.282
H 0.99 -1.05 2.35 -0.025
H -0.42 0.39 2.30 -0.018
H -1.76 -1.50 0.07 -0.019
H -1.09 -1.35 -1.61 -0.025
H -1.30 1.34 0.67 -0.056
H -0.04 2.17 0.04 -0.033
H 0.87 0.03 -2.40 -0.011
H 2.29 1.30 -1.05 0.000
```

=====

[3]
DFT (ωB97M-V/def2-TZVPD) results for C4H6N2O as an isolated structure.

Output
E_LUMO: 0.027 Ha
E_HOMO: -7.38 eV

Structure (XYZ):
```
13
Properties=species:S:1:pos:R:3:nbo_charge:R:1
C -0.58 -0.61 0.54 0.022
N -0.69 -1.51 1.56 -0.801
N 1.63 1.16 -0.76 -0.827
C -0.49 0.78 0.49 -0.206
C 0.21 1.09 -0.72 -0.106
C -0.34 -0.84 -0.84 0.540
O -0.58 -1.57 -1.75 -0.534
H -1.26 -2.33 1.42 0.395
H -0.66 -1.16 2.51 0.393
H 1.98 1.38 -1.69 0.367
H 2.09 0.30 -0.47 0.363
H -1.06 1.48 1.10 0.205
H -0.24 1.84 -1.39 0.189
```

=====

[4]
DFT (ωB97M-V/def2-TZVPD) results for C8H24CdN2O4 as an isolated structure.

Output
E_LUMO: 0.019 Ha
E_HOMO: -7.38 eV

Structure (XYZ):
```
39
Properties=species:S:1:pos:R:3:nbo_charge:R:1
Cd 0.68 0.46 0.92 1.738
O 0.47 0.29 2.98 -1.342
H 0.69 -0.51 3.48 0.432
O 2.56 1.47 0.96 -1.340
H 3.08 1.96 0.32 0.423
C 1.07 -3.92 -0.39 -0.633
C 0.66 -2.49 -0.06 -0.090
C -0.63 -2.42 0.73 -0.065
O -1.13 -1.09 0.78 -0.584
C -2.14 -0.94 1.76 -0.249
N 1.76 -1.65 0.54 -0.843
H 2.14 -4.00 -0.57 0.217
H 0.52 -4.31 -1.25 0.221
H 0.87 -4.64 0.41 0.209
H 0.43 -2.02 -1.03 0.192
H -0.42 -2.80 1.74 0.177
H -1.38 -3.10 0.30 0.181
H -1.96 -1.55 2.64 0.192
H -3.13 -1.14 1.33 0.163
H -2.13 0.10 2.08 0.211
H 2.50 -1.66 -0.15 0.372
H 2.14 -2.25 1.27 0.372
C -2.08 3.48 -0.93 -0.624
C -1.30 2.21 -0.63 -0.076
C -0.23 1.92 -1.69 -0.071
O 0.53 0.77 -1.35 -0.593
C 1.74 0.73 -2.10 -0.245
N -0.70 2.22 0.74 -0.890
H -2.77 3.32 -1.76 0.218
H -1.42 4.31 -1.19 0.210
H -2.69 3.75 -0.07 0.220
H -1.99 1.37 -0.64 0.195
H 0.39 2.82 -1.81 0.181
H -0.79 1.72 -2.61 0.185
H 2.11 -0.29 -2.04 0.186
H 2.47 1.44 -1.72 0.207
H 1.51 0.92 -3.15 0.171
H -0.05 3.01 0.73 0.386
H -1.39 2.50 1.43 0.388
```

=====

[5]
DFT (ωB97M-V/def2-TZVPD) results for C41H61AsClF4KN4O5S2Si3 as an isolated structure.

Output
E_LUMO: 0.132 Ha
Total charge: -2
E_HOMO: -1.76 eV

Structure (XYZ):
```
123
Properties=species:S:1:pos:R:3:lowdin_charge:R:1
K -0.37 -0.15 1.06 0.669
C 1.06 -3.71 1.98 -0.069
C -0.40 -3.78 1.55 -0.264
N -0.64 -3.16 0.24 -0.179
C -0.23 -4.08 -0.82 -0.248
C 0.13 -3.42 -2.13 -0.106
C -2.04 -2.77 0.15 -0.211
C -2.47 -1.95 -1.07 -0.257
N -1.58 -0.84 -1.32 -0.024
C -2.00 0.18 -2.05 -0.246
C -1.07 1.25 -2.31 -0.185
F 0.19 1.10 -1.83 -0.014
C -1.37 2.39 -2.99 -0.244
F -0.40 3.32 -3.15 0.051
C -2.63 2.62 -3.55 -0.003
C -3.53 1.59 -3.37 -0.256
F -4.78 1.73 -3.89 0.042
C -3.25 0.43 -2.69 -0.150
F -4.25 -0.51 -2.64 0.030
H 1.16 -4.06 3.01 0.078
H 1.42 -2.69 1.95 0.057
H 1.71 -4.33 1.35 0.054
H -1.00 -3.24 2.28 0.089
H -0.75 -4.83 1.55 0.118
H -1.01 -4.85 -0.96 0.117
H 0.65 -4.62 -0.45 0.087
H -0.73 -3.24 -2.77 0.060
H 0.84 -4.04 -2.69 0.059
H 0.59 -2.45 -1.94 0.031
H -2.26 -2.18 1.04 0.097
H -2.69 -3.67 0.20 0.119
H -3.50 -1.65 -0.85 0.109
H -2.56 -2.61 -1.95 0.098
H -2.88 3.54 -4.05 0.112
O -1.86 6.88 2.39 -0.334
S -3.06 6.08 2.35 0.602
O -4.04 6.36 3.37 -0.331
N -2.71 4.50 2.28 -0.116
C -3.10 3.94 1.14 -0.839
S -2.93 2.35 0.67 0.694
C -3.77 4.93 0.21 -0.227
C -4.28 4.71 -1.06 -0.029
C -4.83 5.78 -1.74 -0.078
C -4.86 7.05 -1.17 -0.098
C -4.35 7.28 0.10 -0.054
C -3.80 6.19 0.76 -0.236
H -4.23 3.71 -1.49 0.082
H -5.23 5.63 -2.74 0.097
H -5.29 7.88 -1.73 0.091
H -4.36 8.26 0.55 0.110
O 1.25 1.70 1.55 -0.047
C 1.19 2.02 2.72 -0.489
C -0.10 2.36 3.43 -0.096
C 0.04 3.73 4.11 -0.181
C 0.83 4.76 3.29 -0.187
C 2.35 4.73 3.52 -0.191
C 3.04 3.47 2.99 -0.209
N 2.37 2.25 3.45 0.066
H -0.32 1.57 4.15 0.118
H -0.91 2.38 2.70 0.069
H 0.49 3.63 5.10 0.105
H -0.97 4.11 4.25 0.093
H 0.46 5.76 3.52 0.099
H 0.61 4.62 2.22 0.127
H 2.54 4.82 4.59 0.105
H 2.81 5.61 3.05 0.104
H 4.09 3.45 3.31 0.107
H 3.03 3.46 1.90 0.097
H 2.17 2.31 4.44 0.119
Cl -0.83 -4.50 8.91 0.596
C -0.63 -3.51 7.48 -0.676
C 0.54 -2.79 7.32 -0.117
C 0.70 -2.02 6.17 -0.019
C -0.30 -1.96 5.21 -0.119
C -1.47 -2.68 5.41 -0.016
C -1.64 -3.47 6.54 -0.113
C -0.11 -1.12 3.95 -0.680
O 1.02 -0.61 3.78 -0.031
O -1.11 -1.03 3.20 -0.153
H 1.32 -2.85 8.07 0.095
H 1.61 -1.46 5.99 0.113
H -2.25 -2.61 4.66 0.117
H -2.55 -4.04 6.70 0.097
C 1.97 -1.82 -4.51 -0.224
Si 3.08 -0.50 -3.79 0.240
C 4.80 -0.82 -4.46 -0.218
C 2.45 1.15 -4.43 -0.210
As 2.86 -0.48 -1.46 0.868
Si 4.01 1.53 -0.99 0.266
C 4.68 1.42 0.76 -0.216
C 5.50 1.89 -2.09 -0.221
C 2.82 2.95 -1.18 -0.206
Si 4.45 -2.03 -0.72 0.243
C 3.90 -3.70 -1.37 -0.219
C 6.25 -1.79 -1.22 -0.218
C 4.39 -2.06 1.16 -0.219
H 2.02 -1.77 -5.60 0.029
H 0.93 -1.67 -4.21 0.027
H 2.25 -2.83 -4.20 0.008
H 4.74 -0.75 -5.55 0.026
H 5.15 -1.82 -4.21 0.013
H 5.54 -0.10 -4.11 0.007
H 2.34 1.09 -5.52 0.031
H 3.13 1.97 -4.21 0.011
H 1.48 1.39 -4.00 0.017
H 5.47 0.67 0.83 0.011
H 3.89 1.18 1.48 0.019
H 5.11 2.39 1.03 0.029
H 6.22 1.06 -2.12 -0.001
H 6.01 2.76 -1.68 0.027
H 5.22 2.12 -3.12 0.011
H 1.98 2.84 -0.50 0.016
H 2.41 2.99 -2.20 0.013
H 3.34 3.89 -0.97 0.034
H 3.70 -3.69 -2.44 0.009
H 2.98 -4.02 -0.87 0.008
H 4.67 -4.45 -1.18 0.028
H 6.43 -2.12 -2.24 0.012
H 6.87 -2.39 -0.55 0.026
H 6.58 -0.75 -1.14 -0.001
H 3.47 -1.62 1.56 0.017
H 5.22 -1.51 1.60 0.019
H 4.44 -3.09 1.51 0.029
```

=====

[6]
DFT (ωB97M-V/def2-TZVPD) results for one molecule with the formula C2H4N2O2.

Output
E_LUMO: 0.003 Ha
SMILES: [H]/N=[N+](\[O-])C(C)=O
E_HOMO: -10.50 eV

Structure (XYZ):
```
10
Properties=species:S:1:pos:R:3:nbo_charge:R:1
H -0.44 -1.83 2.15 0.346
N 0.11 -1.52 1.35 -0.408
N -0.10 -0.34 1.04 0.264
O -0.87 0.50 1.52 -0.460
C 0.70 0.12 -0.16 0.690
C -0.18 0.65 -1.23 -0.738
O 1.89 0.06 -0.13 -0.458
H 0.11 1.68 -1.44 0.260
H -1.23 0.61 -0.96 0.248
H 0.00 0.08 -2.14 0.255
```

=====

Max |F| per entry: 0.0907, 0.0653, 0.0526, 0.0432, 0.0187, 0.0148 Eh/bohr
DFT total energy per entry: -88891.9472, -38318.5578, -9270.1798, -24417.8512, -205572.3453, -9211.2214 eV